The following is a quantum chemistry calculation of the molecule C21H24FN5O, from the OMol25 dataset.

The calculation puts the highest occupied orbital energy at -8.2 eV. For the relative energy (zero: lowest compared OMol25 entry of this formula, charge and spin), the calculation gives 3.08 kcal per mole. Its multiplicity is 1. The calculation puts the total energy at -34382.533 eV. The HOMO-LUMO gap is 0.324 hartree. Its SMILES is Cc1cc(C(=O)N[C@@H]2CC(C)(C)Cc3c2cnn3-c2ccc(F)cc2)nn1C.

Each line ends with the Löwdin charge.
Geometry (Å):
1 F -3.242 -5.879 3.996  0.05
2 O 0.192 0.861 0.996  0.08
3 N 1.566 3.589 -0.844  0.12
4 N 1.464 4.877 -0.540  -0.17
5 N 0.380 -2.808 1.228  -0.04
6 N 1.680 -2.911 1.555  0.09
7 N 1.482 0.895 -0.900  0.13
8 C 2.057 5.873 -1.381  -0.01
9 C 1.636 -0.507 -1.251  -0.22
10 C 0.653 -0.961 -2.351  -0.09
11 C -1.549 0.246 -2.173  -0.04
12 C 0.517 6.435 1.153  -0.02
13 C -1.078 -5.602 3.102  0.00
14 C -1.837 -3.080 2.194  0.00
15 C -0.832 -1.089 -1.945  -0.51
16 C -1.053 -1.525 -0.467  -0.06
17 C 0.924 2.930 0.118  -0.20
18 C 0.818 1.454 0.136  -0.44
19 C -0.560 -3.566 1.931  -0.18
20 C -2.743 -3.862 2.887  0.00
21 C 2.331 -2.084 0.767  -0.07
22 C 0.396 3.831 1.058  0.05
23 C -1.466 -2.142 -2.864  -0.06
24 C 0.764 5.078 0.604  -0.27
25 C -2.354 -5.115 3.323  -0.28
26 C -0.181 -4.822 2.402  0.00
27 C 0.200 -1.930 0.209  -0.15
28 C 1.446 -1.436 -0.107  -0.14
29 H -0.165 3.582 1.934  0.11
30 H 3.395 -1.979 0.849  0.11
31 H -1.478 0.546 -3.217  0.08
32 H -3.738 -3.505 3.101  0.12
33 H -2.540 -2.198 -2.698  0.08
34 H -2.111 -2.084 1.890  0.11
35 H -1.037 -3.124 -2.677  0.09
36 H -1.112 1.029 -1.559  0.07
37 H 1.458 6.934 1.388  0.08
38 H 1.294 6.541 -1.787  0.09
39 H 2.658 -0.610 -1.644  0.15
40 H 0.826 -5.160 2.217  0.11
41 H -0.073 6.359 2.061  0.08
42 H 1.903 1.561 -1.533  0.12
43 H -0.804 -6.577 3.473  0.12
44 H 0.724 -0.276 -3.199  0.12
45 H -1.449 -0.669 0.086  0.11
46 H 2.562 5.362 -2.197  0.09
47 H -1.790 -2.329 -0.427  0.12
48 H -1.298 -1.888 -3.909  0.08
49 H 1.009 -1.939 -2.684  0.12
50 H -2.603 0.157 -1.917  0.09
51 H 2.783 6.467 -0.821  0.09
52 H -0.023 7.052 0.434  0.08